The following is a DFT calculation (ωB97M-V/def2-TZVPD) of the molecule C5H5NO2 in a non-equilibrium geometry.

Geometry as ORCA input:
```
! wB97M-V def2-TZVPD RIJCOSX def2/J DEFGRID3
* xyz 0 1
O -2.75 -0.27 -0.43
C -1.57 -0.08 -0.12
C -0.41 1.16 -0.12
O -0.25 0.61 1.29
C -0.51 -0.73 0.79
C 0.70 -0.99 -0.20
N 1.76 -0.12 -0.06
C 0.72 0.42 -0.79
H -0.72 2.27 -0.23
H -0.83 -1.34 1.60
H 1.09 -1.89 -0.63
H 1.92 0.41 0.77
H 0.85 0.55 -1.86
*
```

Results
relative energy (zero: lowest compared OMol25 entry of this formula, charge and spin): 4.426 eV
structure (SMILES): O=C1[C@H]2O[C@@H]1[C@@H]1N[C@@H]12
highest occupied orbital energy: -9.9 eV
energy: -398.615808 Eh
Kohn-Sham gap: 10.808 eV